Entry 1:
The following is a DFT calculation (ωB97M-V with the def2-TZVPD basis set) of a single C5H14N2O molecule at a distorted geometry.

ORCA input file:
```
! wB97M-V def2-TZVPD RIJCOSX def2/J DEFGRID3
* xyz 0 1
N -2.050 1.033 1.169
C -1.187 0.235 0.298
C -1.156 -1.224 0.762
O -2.484 -1.718 0.956
C 0.223 0.810 0.288
N 1.058 -0.006 -0.640
C 1.133 0.594 -1.966
C 2.339 -0.319 -0.048
H -2.835 0.506 1.516
H -1.526 1.407 1.953
H -1.641 0.331 -0.696
H -0.601 -1.852 0.064
H -0.713 -1.289 1.761
H -2.891 -1.921 0.107
H 0.235 1.849 -0.072
H 0.704 0.766 1.263
H 0.098 0.682 -2.326
H 1.493 1.625 -1.919
H 1.656 -0.085 -2.633
H 2.837 -1.108 -0.649
H 3.080 0.493 -0.101
H 2.229 -0.810 0.914
*
```

The value obtained for the total energy is -383.621092 hartree. As for the SMILES: CN(C)C[C@H](N)CO.

Löwdin population analysis, charges in e, atoms 1 to 4: 0.04, -0.38, -0.22, -0.08


Entry 2:
The following is a DFT calculation (ωB97M-V with the def2-TZVPD basis set) of a single C5H14N2O molecule at a distorted geometry.

ORCA input file:
```
! wB97M-V def2-TZVPD RIJCOSX def2/J DEFGRID3
* xyz 0 1
C 0.519 -0.054 -0.360
C 0.032 -0.666 0.890
C -1.137 0.404 1.653
C -0.404 -0.234 -1.551
C 1.045 1.366 -0.248
N 1.897 -1.006 -0.738
N -2.260 0.807 0.868
O 1.548 -2.394 -0.887
H 1.502 -2.521 -1.843
H 2.523 -1.008 0.068
H -2.067 1.584 0.249
H -3.166 0.710 1.305
H 0.816 -0.772 1.640
H -0.486 -1.604 0.710
H -0.552 1.248 2.034
H -1.473 -0.204 2.492
H 0.113 0.072 -2.460
H 0.237 2.093 -0.301
H -1.297 0.381 -1.462
H -0.702 -1.276 -1.647
H 1.602 1.515 0.676
H 1.711 1.561 -1.088
*
```

The value obtained for the total energy is -383.558576 hartree. As for the SMILES: CC(C)(CCN)NO.

Löwdin population analysis, charges in e, atoms 1 to 4: -0.52, -0.11, -0.23, -0.06


Entry 3:
The following is a DFT calculation (ωB97M-V with the def2-TZVPD basis set) of a molecular structure, C5H14N2O at a distorted geometry.

ORCA input file:
```
! wB97M-V def2-TZVPD RIJCOSX def2/J DEFGRID3
* xyz 0 1
C 2.023 0.931 1.156
O 1.238 1.867 1.798
H 0.311 1.537 1.786
H 2.214 0.036 1.755
H 2.979 1.367 0.877
H 0.532 -0.551 0.732
C 0.255 1.131 -1.153
C -0.459 -1.098 -2.068
C -0.582 -0.529 0.414
C -0.460 -0.064 -0.985
N -1.145 0.476 1.322
N -1.162 -1.835 0.681
H -1.347 0.028 2.210
H -2.005 0.855 0.945
H -0.641 -2.577 0.230
H -2.123 -1.884 0.357
H 1.354 1.007 -0.229
H 0.468 1.431 -2.174
H 0.393 -1.786 -1.970
H -1.367 -1.707 -2.049
H -0.392 -0.630 -3.049
H -0.084 1.996 -0.587
*
```

The value obtained for the total energy is -383.519878 hartree.

Löwdin population analysis, charges in e, atoms 1 to 4: -0.20, -0.15, 0.03, 0.06


Entry 4:
The following is a DFT calculation (ωB97M-V with the def2-TZVPD basis set) of a single C5H14N2O molecule at a distorted geometry.

ORCA input file:
```
! wB97M-V def2-TZVPD RIJCOSX def2/J DEFGRID3
* xyz 0 1
C -0.452 1.733 0.956
C 1.466 0.308 -1.135
C 1.499 -1.047 0.908
N 0.725 -0.499 -0.184
H 2.294 -0.275 -1.551
H 1.819 -0.252 1.586
H -1.146 1.711 1.797
H 0.523 1.501 1.382
H -0.392 2.749 0.569
H 1.867 1.198 -0.638
H 0.873 0.644 -1.988
H 2.402 -1.534 0.517
H 0.975 -1.812 1.484
C -0.738 -0.525 -0.207
N -1.069 -1.331 -1.351
C -1.303 0.888 -0.311
O -1.220 -1.198 0.936
H -2.058 -0.779 1.177
H -0.570 -2.208 -1.217
H -2.059 -1.538 -1.327
H -2.385 0.895 -0.143
H -1.052 1.372 -1.259
*
```

The value obtained for the total energy is -383.603961 hartree. As for the SMILES: CC[C@](N)(O)N(C)C.

Löwdin population analysis, charges in e, atoms 1 to 4: -0.03, -0.09, -0.09, -0.23


Entry 5:
The following is a DFT calculation (ωB97M-V with the def2-TZVPD basis set) of a molecular structure, C5H14N2O at a distorted geometry.

ORCA input file:
```
! wB97M-V def2-TZVPD RIJCOSX def2/J DEFGRID3
* xyz 0 1
C -1.045 1.649 -0.731
C -1.833 -1.107 -1.377
N -1.461 0.680 0.250
C -1.493 -0.707 0.067
O -1.938 -1.398 1.011
H -1.572 0.982 1.207
H -0.096 1.353 -1.185
H -1.779 1.736 -1.537
H -0.889 2.615 -0.254
H -1.055 -0.744 -2.046
H -1.908 -2.190 -1.425
H -2.793 -0.677 -1.660
C 1.404 -0.181 1.895
C 2.438 -0.131 -0.268
N 1.202 -0.228 0.465
H 0.138 -0.917 0.156
H 2.230 -0.822 2.241
H 2.242 -0.142 -1.340
H 0.470 -0.473 2.378
H 1.636 0.848 2.191
H 3.140 -0.945 -0.025
H 2.958 0.800 -0.014
*
```

The value obtained for the total energy is -383.562791 hartree.

Löwdin population analysis, charges in e, atoms 1 to 4: -0.10, 0.00, -0.02, -0.59


Entry 6:
The following is a DFT calculation (ωB97M-V with the def2-TZVPD basis set) of 3 unconnected molecules or ions with the total composition C5H14N2O at a distorted geometry.

ORCA input file:
```
! wB97M-V def2-TZVPD RIJCOSX def2/J DEFGRID3
* xyz 0 1
C -0.411 -0.357 -1.004
C 0.073 0.409 1.359
C 0.589 1.035 0.226
C -1.050 0.648 -1.946
C 0.711 -0.800 1.956
N -1.332 -1.282 -0.402
N 0.611 -1.104 -1.620
O 0.851 2.046 2.185
H 1.769 1.841 2.410
H -0.963 0.596 1.617
H -2.115 -0.812 0.032
H -1.686 -1.947 -1.089
H 1.060 -1.761 -0.995
H 1.112 -0.679 -2.387
H 0.201 1.989 -0.096
H 1.614 0.821 -0.053
H -0.304 1.301 -2.398
H -1.767 1.268 -1.410
H -1.568 0.120 -2.757
H 1.771 -0.865 1.703
H 0.203 -1.710 1.625
H 0.633 -0.758 3.043
*
```

The value obtained for the total energy is -383.512489 hartree.

Löwdin population analysis, charges in e, atoms 1 to 4: -0.53, -0.23, -0.07, -0.07


Entry 7:
The following is a DFT calculation (ωB97M-V with the def2-TZVPD basis set) of 2 unconnected molecules or ions with the total composition C5H14N2O at a distorted geometry.

ORCA input file:
```
! wB97M-V def2-TZVPD RIJCOSX def2/J DEFGRID3
* xyz 0 1
C 0.921 1.462 2.657
C 0.813 0.383 1.564
C -0.579 0.297 0.960
C -0.860 -0.592 -0.228
C -1.487 -0.195 -1.328
N -1.824 -0.982 -2.467
N 1.825 0.492 0.512
H 0.407 1.298 3.589
H 0.477 2.402 2.261
H 1.974 1.541 2.925
H 1.095 -0.557 2.117
H -1.178 -0.323 1.714
H -1.041 1.278 0.926
H -0.178 -1.459 -0.215
H -1.938 0.786 -1.476
H -1.810 -1.963 -2.219
H -2.745 -0.770 -2.823
H 2.524 1.204 0.623
H 1.588 0.209 -0.419
H 0.866 -0.773 -2.725
H 0.134 -2.019 -3.102
O 1.015 -1.720 -2.847
*
```

The value obtained for the total energy is -383.609409 hartree. As for the SMILES: C[C@H](N)C/C=C/N.O.

Löwdin population analysis, charges in e, atoms 1 to 4: -0.07, -0.47, -0.20, -0.14


Entry 8:
The following is a DFT calculation (ωB97M-V with the def2-TZVPD basis set) of 2 unconnected molecules or ions with the total composition C5H14N2O at a distorted geometry.

ORCA input file:
```
! wB97M-V def2-TZVPD RIJCOSX def2/J DEFGRID3
* xyz 0 1
C 0.953 1.510 -0.825
C 0.031 0.268 -0.872
C 0.001 -0.413 0.505
C -1.403 -0.944 0.859
C -2.871 0.762 1.416
N -2.082 -0.113 1.841
N 0.409 -0.663 -1.912
H 1.018 1.975 -1.805
H 1.885 1.354 -0.288
H 0.421 2.224 -0.191
H -0.966 0.665 -1.080
H 0.663 -1.283 0.536
H 0.458 0.250 1.233
H -1.969 -1.021 -0.077
H -1.320 -1.930 1.297
H -3.084 0.906 0.345
H -3.414 1.460 2.049
H 0.930 -1.472 -1.656
H 0.841 -0.243 -2.714
H 2.489 -0.710 0.475
H 3.880 -1.195 0.143
O 3.129 -1.387 0.720
*
```

The value obtained for the total energy is -383.610688 hartree. As for the SMILES: C=NCC[C@@H](C)N.O.

Löwdin population analysis, charges in e, atoms 1 to 4: -0.06, -0.46, -0.16, -0.23